The following is a DFT calculation (wB97M-V/def2-TZVPD) of a 14-piece molecular cluster, C5H37O15 overall in a non-equilibrium geometry.

```
57
Properties=species:S:1:pos:R:3:lowdin_charge:R:1
C 1.576 -2.073 0.934 -0.216
O 2.403 -1.477 1.966 -0.108
C 0.079 -1.906 1.194 -0.147
C -0.398 -0.417 1.044 -0.167
C -0.856 -0.048 -0.361 -0.153
C -2.351 -0.066 -0.699 -0.226
O -2.601 0.816 -1.807 -0.119
H 1.929 -1.749 -0.051 0.107
H 1.887 -3.119 1.019 0.109
H 2.731 -0.596 1.773 0.017
H -0.378 -2.543 0.467 0.085
H -0.323 -2.220 2.155 0.106
H -1.208 -0.451 1.779 0.065
H 0.339 0.306 1.395 0.094
H -0.383 -0.680 -1.073 0.073
H -0.624 0.982 -0.584 0.079
H -3.028 0.241 0.116 0.101
H -2.689 -1.058 -0.991 0.100
H -1.236 -2.449 -2.088 -0.017
H -1.882 -3.699 -2.604 0.041
O -1.876 -3.154 -1.810 -0.099
H -1.403 0.362 -4.207 0.046
H -2.495 0.244 -2.617 0.055
O -1.856 -0.475 -4.072 -0.101
H -0.174 -0.231 3.572 0.051
H 1.224 -1.000 3.408 0.026
O 0.731 -0.347 3.930 -0.063
H 2.694 1.345 0.983 0.013
H 3.272 1.702 2.382 0.035
O 3.339 1.067 1.647 -0.058
H 1.122 2.580 -1.458 0.040
H 1.949 1.278 -1.659 0.005
O 1.908 2.104 -1.133 -0.078
H -3.212 -0.121 2.323 0.030
H -3.810 -1.577 2.232 0.050
O -3.304 -0.972 2.803 -0.075
H -0.759 3.495 0.931 0.022
H -1.879 2.556 0.453 0.052
O -1.662 3.489 0.559 -0.034
H -1.106 -1.043 -3.665 0.002
H 0.336 -1.895 -3.834 0.017
O 0.131 -1.732 -2.902 -0.365
H 0.044 -4.291 -1.363 0.008
H 0.863 -3.036 -1.613 -0.016
O 0.941 -3.960 -1.334 -0.077
H -1.449 3.630 -0.864 -0.075
H -1.771 2.396 -1.739 -0.001
O -1.374 3.311 -1.784 -0.127
H 1.257 2.564 3.138 0.006
H 1.430 1.308 4.018 0.005
O 1.888 2.112 3.713 -0.087
H 1.356 3.998 1.258 0.070
H 1.155 2.738 0.364 0.027
O 0.922 3.161 1.226 -0.046
H 1.424 -1.001 -2.583 -0.007
H 3.005 -0.666 -2.163 0.057
O 2.136 -0.270 -2.389 -0.134
```

Values from the calculation:
Total charge: -1
Spin multiplicity: 1
Max |F|, eV/A: 2.1
Kohn-Sham gap, eV: 9.631
Energy relative to the best compared isomer or geometry (same formula, charge and spin), eV: 1.258

=====

The following is a DFT calculation (wB97M-V/def2-TZVPD) of a 13-piece molecular cluster, C5H38N2O12S overall in a non-equilibrium geometry.

```
58
Properties=species:S:1:pos:R:3:lowdin_charge:R:1
C -1.289 0.335 0.577 -0.075
C -0.221 -0.784 0.905 -0.250
C 0.352 -0.485 2.364 -0.286
C -0.573 -0.789 3.450 -0.519
S 0.064 -0.384 5.187 0.683
N 0.817 -0.662 -0.195 0.068
C 1.757 0.829 0.143 -0.064
N 2.466 0.908 -1.132 0.032
H -1.406 1.091 1.331 0.046
H -2.290 -0.061 0.492 0.037
H -1.105 0.903 -0.321 0.065
H -0.734 -1.730 1.060 0.137
H 1.291 -1.069 2.441 0.120
H 0.841 0.434 2.227 0.064
H -0.675 -1.900 3.516 0.084
H -1.566 -0.423 3.237 0.070
H 1.228 0.042 4.718 -0.178
H 1.361 -1.480 -0.583 0.123
H 0.982 1.559 0.385 0.102
H 2.476 0.522 0.925 0.060
H 2.077 1.608 -1.790 0.047
H 3.410 1.132 -0.880 0.068
H 1.409 4.464 1.082 0.021
H 1.294 4.270 -0.480 0.012
O 1.822 4.642 0.237 -0.061
H -2.397 -1.983 -1.766 0.016
H -1.415 -0.799 -1.907 0.057
O -2.195 -1.234 -1.228 -0.172
H 2.319 -1.508 -4.132 0.007
H 1.847 -0.247 -3.360 0.005
O 2.305 -0.569 -4.179 -0.064
H 4.397 0.827 1.700 0.077
H 4.635 -0.740 2.111 0.082
O 3.960 -0.038 1.923 -0.092
H 0.345 -0.216 -1.091 0.047
H -0.719 0.837 -2.626 -0.010
O -0.274 0.024 -2.442 -0.325
H -3.790 -0.372 -1.986 -0.069
H -4.325 1.057 -2.264 0.023
O -4.482 0.196 -1.933 0.003
H -0.724 -1.224 -3.988 0.010
H -2.027 -1.810 -4.464 0.051
O -1.324 -1.943 -3.844 -0.039
H 0.961 3.152 -3.091 0.109
H 0.389 1.671 -2.779 -0.001
O 0.596 2.540 -2.374 -0.100
H 2.041 -4.769 -0.648 0.036
H 1.952 -3.238 -0.554 -0.020
O 1.856 -4.042 -0.052 -0.059
H -4.813 1.187 0.986 0.071
H -4.367 -0.214 0.744 -0.003
O -4.265 0.460 1.386 -0.062
H -2.038 3.045 0.569 0.057
H -1.426 3.141 1.965 0.047
O -1.342 3.547 1.077 -0.084
H 0.515 -2.178 -2.614 0.037
H -0.503 -2.370 -1.508 0.036
O 0.402 -2.656 -1.766 -0.080
```

Values from the calculation:
Spin multiplicity: 1
Max |F|, eV/A: 5.0
Kohn-Sham gap, eV: 9.106
Energy relative to the best compared isomer or geometry (same formula, charge and spin), eV: 3.298

=====

The following is a DFT calculation (wB97M-V/def2-TZVPD) of a 13-piece molecular cluster, C5H38N2O14 overall in a non-equilibrium geometry.

```
59
Properties=species:S:1:pos:R:3:lowdin_charge:R:1
C -0.792 3.344 -2.004 -0.065
C 0.246 2.353 -2.450 -0.166
N 0.757 1.546 -1.278 0.057
C -0.107 0.336 -1.027 -0.036
C 0.451 -0.449 0.207 -0.644
N -0.482 -1.436 0.705 0.000
C -1.027 -2.383 -0.325 -0.043
O 0.840 0.353 1.186 -0.218
H -1.756 2.875 -1.830 0.052
H -1.020 4.108 -2.718 0.077
H -0.530 3.834 -1.054 0.082
H -0.132 1.663 -3.256 0.130
H 1.143 2.846 -2.843 0.125
H 0.796 2.117 -0.417 0.136
H -0.089 -0.369 -1.913 0.133
H -1.139 0.584 -0.851 0.109
H -0.140 -1.987 1.466 0.073
H -1.659 -1.825 -1.051 0.084
H -0.253 -2.852 -0.880 0.051
H -1.603 -3.143 0.205 0.082
H 0.493 -3.848 2.227 0.022
H -0.485 -4.269 3.272 -0.002
O -0.492 -3.840 2.458 -0.070
H 1.370 -3.035 -2.795 0.032
H 1.747 -2.408 -1.442 -0.027
O 2.012 -3.099 -2.083 -0.075
H -3.321 1.614 -1.099 -0.032
H -4.551 1.369 -1.994 0.078
O -3.581 1.387 -1.989 -0.063
H 3.027 -0.263 -1.582 0.011
H 2.334 -1.246 0.361 0.100
O 1.637 -1.115 -0.313 -0.053
H 1.789 1.211 -1.491 0.121
H 3.545 0.876 -0.666 0.043
O 3.261 0.634 -1.591 -0.030
H -2.090 2.339 0.701 0.008
H -3.034 1.168 1.068 0.012
O -2.984 1.973 0.519 -0.079
H 2.229 -3.463 0.854 0.022
H 2.389 -2.603 2.071 0.015
O 2.073 -3.479 1.769 -0.028
H -1.477 0.669 3.147 0.014
H -0.078 0.676 2.620 -0.008
O -0.620 1.128 3.306 -0.095
H -2.195 -0.444 -4.010 0.018
H -2.450 0.397 -2.763 -0.006
O -1.788 -0.150 -3.231 -0.062
H 2.417 1.023 1.078 0.018
H 3.754 0.504 1.640 0.024
O 3.397 1.124 1.029 -0.050
H 2.605 -0.944 3.495 0.053
H 1.813 -0.415 2.269 0.051
O 2.609 -0.965 2.569 -0.049
H -0.087 1.810 1.272 -0.006
H -0.521 3.063 2.031 0.085
O -0.480 2.684 1.139 -0.071
H -1.996 -0.647 1.611 0.004
H -3.145 -0.784 2.576 0.083
O -2.630 -0.150 2.090 -0.024
```

Values from the calculation:
Spin multiplicity: 1
Max |F|, eV/A: 2.8
Kohn-Sham gap, eV: 10.108
Energy relative to the best compared isomer or geometry (same formula, charge and spin), eV: 2.381

=====

The following is a DFT calculation (wB97M-V/def2-TZVPD) of a 12-piece molecular cluster, C5H38N3O11 overall in a non-equilibrium geometry.

```
57
Properties=species:S:1:pos:R:3:lowdin_charge:R:1
N -0.276 -1.640 -1.469 0.158
C -0.224 -0.089 -1.504 -0.169
C -1.193 0.390 -0.440 -0.228
N -0.707 0.724 0.874 -0.036
C 0.500 1.563 0.979 -0.335
C 0.623 2.167 2.385 -0.054
C 1.799 0.618 0.680 -0.238
N 2.788 1.427 0.026 0.016
H 0.189 -2.052 -2.282 0.099
H -1.316 -1.905 -1.395 0.141
H 0.129 -1.819 -0.614 0.054
H -0.667 0.355 -2.394 0.066
H 0.863 0.241 -1.510 0.098
H -1.914 -0.379 -0.348 0.080
H -1.881 1.273 -0.781 0.136
H -1.529 1.150 1.363 0.105
H 0.506 2.368 0.224 0.097
H 1.649 2.321 2.799 0.095
H 0.295 3.172 2.241 0.058
H 0.036 1.673 3.091 0.054
H 2.147 0.119 1.551 0.056
H 1.492 -0.190 -0.136 0.067
H 3.727 1.213 0.035 0.029
H 2.423 1.766 -0.909 0.061
H -3.354 0.277 -2.958 0.044
H -3.407 1.823 -3.169 0.075
O -2.762 1.062 -3.022 -0.130
H -0.596 -1.837 -4.686 0.002
H -0.839 -0.482 -4.817 0.035
O -0.724 -1.116 -4.074 -0.203
H -2.102 3.635 1.057 0.101
H -2.179 2.725 2.204 -0.101
O -2.600 3.434 1.929 -0.019
H -0.105 -1.995 3.137 0.068
H -0.146 -2.837 4.382 -0.022
O -0.560 -2.764 3.594 -0.033
H 1.595 -3.514 1.217 0.093
H 0.341 -3.721 2.193 -0.069
O 0.587 -3.569 1.354 -0.057
H 2.671 2.665 -3.403 0.032
H 1.705 1.982 -4.368 0.019
O 2.003 1.977 -3.466 -0.109
H -1.819 -2.966 0.826 -0.029
H -1.172 -4.044 0.259 0.070
O -1.581 -3.199 -0.013 -0.062
H 2.857 -1.345 -1.215 -0.005
H 3.458 -2.404 -0.379 0.013
O 2.642 -2.056 -0.648 -0.084
H 2.186 -0.854 4.503 0.041
H 2.458 -0.265 3.037 0.036
O 2.131 -1.049 3.565 -0.073
H 1.066 2.793 -1.466 -0.022
H 0.997 4.130 -1.265 -0.002
O 0.466 3.522 -1.691 -0.047
H -4.207 -1.746 2.352 -0.008
H -4.644 -1.171 1.036 0.102
O -3.824 -1.560 1.532 -0.068
```

Values from the calculation:
Spin multiplicity: 2
Max |F|, eV/A: 7.5
Kohn-Sham gap (spin up / spin down), eV: 2.315 / 8.840

=====

The following is a DFT calculation (wB97M-V/def2-TZVPD) of a 15-piece molecular cluster, C5H38O14 overall in a non-equilibrium geometry.

```
57
Properties=species:S:1:pos:R:3:lowdin_charge:R:1
C -0.243 1.676 2.494 -0.094
C -0.835 0.697 1.562 -0.243
C 0.257 -0.153 0.812 -0.089
C -0.367 -1.361 0.024 -0.002
C -0.385 -1.529 -1.310 0.213
H -0.850 2.063 3.205 0.037
H 0.687 1.257 3.090 0.091
H 0.194 2.596 1.969 0.119
H -1.550 0.084 2.105 0.090
H -1.442 1.145 0.740 0.113
H 0.853 -0.668 1.612 0.122
H 0.957 0.347 0.167 0.104
H -0.654 -2.161 0.589 0.064
H -0.110 -0.671 -2.003 0.098
H -1.010 -2.277 -1.828 0.130
H -3.530 -2.861 2.437 -0.037
H -3.089 -2.049 1.286 0.057
O -2.968 -2.225 2.252 0.021
H 3.235 1.606 3.915 -0.014
H 2.367 1.790 2.649 -0.021
O 2.523 1.363 3.462 0.001
H -3.763 -0.594 -1.713 -0.047
H -4.742 -1.305 -0.814 0.077
O -4.375 -0.402 -1.057 -0.039
H -2.293 1.670 -3.796 -0.052
H -1.739 0.381 -3.576 0.026
O -2.611 0.904 -3.500 -0.029
H 1.323 -2.749 0.956 0.033
H 0.334 -3.945 0.626 0.084
O 1.205 -3.567 0.379 -0.030
H -0.888 2.551 -1.128 0.011
H -0.350 2.023 -2.446 0.013
O -0.792 2.768 -2.025 -0.010
H -0.052 0.724 -4.453 0.006
H 0.055 -0.673 -5.031 0.074
O -0.569 0.085 -4.964 -0.067
H 0.461 -1.296 4.079 0.049
H -0.767 -1.867 3.501 0.015
O 0.037 -2.171 3.952 -0.050
H 2.224 0.250 -3.886 0.099
H 1.822 -0.145 -2.458 0.019
O 1.458 0.335 -3.267 -0.110
H 2.443 -1.940 -0.828 0.055
H 3.588 -1.585 -1.502 0.054
O 2.723 -1.253 -1.463 -0.011
H -3.465 2.424 2.889 -0.027
H -3.211 1.386 1.855 -0.015
O -3.477 1.571 2.710 0.059
H 2.836 -3.404 2.590 0.071
H 2.411 -2.145 3.435 0.005
O 2.657 -2.452 2.594 -0.034
H 3.752 1.222 0.066 0.043
H 3.460 2.645 0.584 0.126
O 3.573 1.660 0.931 -0.107
H 1.431 2.937 -3.426 -0.037
H 0.684 4.053 -2.634 0.077
O 1.594 3.782 -3.044 -0.091
```

Values from the calculation:
Total charge: +1
Spin multiplicity: 2
Max |F|, eV/A: 7.5
Kohn-Sham gap (spin up / spin down), eV: 8.814 / 4.516
Energy relative to the best compared isomer or geometry (same formula, charge and spin), eV: 0.708

=====

The following is a DFT calculation (wB97M-V/def2-TZVPD) of C5H3AuO3 as an isolated structure in a non-equilibrium geometry.

```
12
Properties=species:S:1:pos:R:3:lowdin_charge:R:1
C 0.489 -1.279 -0.363 0.261
C 1.321 -2.058 0.274 0.128
O 1.888 -2.816 0.944 0.511
C 0.313 -0.342 -1.498 0.089
C 0.235 0.495 -0.274 -0.069
O -0.910 0.772 0.351 -0.294
C -0.717 1.238 2.147 0.225
O -1.740 1.826 2.198 0.042
Au -2.474 1.617 0.351 1.499
H 1.194 -0.160 -2.121 0.207
H -0.647 -0.466 -2.019 0.192
H 1.046 1.174 0.009 0.209
```

Values from the calculation:
Total charge: +3
Spin multiplicity: 4
Max |F|, eV/A: 10.6
Kohn-Sham gap (spin up / spin down), eV: 10.132 / 6.352
Energy relative to the best compared isomer or geometry (same formula, charge and spin), eV: 0.664

=====

Copy entry 3 word for word.
The following is a DFT calculation (wB97M-V/def2-TZVPD) of a 13-piece molecular cluster, C5H38N2O14 overall in a non-equilibrium geometry.

```
59
Properties=species:S:1:pos:R:3:lowdin_charge:R:1
C -0.792 3.344 -2.004 -0.065
C 0.246 2.353 -2.450 -0.166
N 0.757 1.546 -1.278 0.057
C -0.107 0.336 -1.027 -0.036
C 0.451 -0.449 0.207 -0.644
N -0.482 -1.436 0.705 0.000
C -1.027 -2.383 -0.325 -0.043
O 0.840 0.353 1.186 -0.218
H -1.756 2.875 -1.830 0.052
H -1.020 4.108 -2.718 0.077
H -0.530 3.834 -1.054 0.082
H -0.132 1.663 -3.256 0.130
H 1.143 2.846 -2.843 0.125
H 0.796 2.117 -0.417 0.136
H -0.089 -0.369 -1.913 0.133
H -1.139 0.584 -0.851 0.109
H -0.140 -1.987 1.466 0.073
H -1.659 -1.825 -1.051 0.084
H -0.253 -2.852 -0.880 0.051
H -1.603 -3.143 0.205 0.082
H 0.493 -3.848 2.227 0.022
H -0.485 -4.269 3.272 -0.002
O -0.492 -3.840 2.458 -0.070
H 1.370 -3.035 -2.795 0.032
H 1.747 -2.408 -1.442 -0.027
O 2.012 -3.099 -2.083 -0.075
H -3.321 1.614 -1.099 -0.032
H -4.551 1.369 -1.994 0.078
O -3.581 1.387 -1.989 -0.063
H 3.027 -0.263 -1.582 0.011
H 2.334 -1.246 0.361 0.100
O 1.637 -1.115 -0.313 -0.053
H 1.789 1.211 -1.491 0.121
H 3.545 0.876 -0.666 0.043
O 3.261 0.634 -1.591 -0.030
H -2.090 2.339 0.701 0.008
H -3.034 1.168 1.068 0.012
O -2.984 1.973 0.519 -0.079
H 2.229 -3.463 0.854 0.022
H 2.389 -2.603 2.071 0.015
O 2.073 -3.479 1.769 -0.028
H -1.477 0.669 3.147 0.014
H -0.078 0.676 2.620 -0.008
O -0.620 1.128 3.306 -0.095
H -2.195 -0.444 -4.010 0.018
H -2.450 0.397 -2.763 -0.006
O -1.788 -0.150 -3.231 -0.062
H 2.417 1.023 1.078 0.018
H 3.754 0.504 1.640 0.024
O 3.397 1.124 1.029 -0.050
H 2.605 -0.944 3.495 0.053
H 1.813 -0.415 2.269 0.051
O 2.609 -0.965 2.569 -0.049
H -0.087 1.810 1.272 -0.006
H -0.521 3.063 2.031 0.085
O -0.480 2.684 1.139 -0.071
H -1.996 -0.647 1.611 0.004
H -3.145 -0.784 2.576 0.083
O -2.630 -0.150 2.090 -0.024
```

Values from the calculation:
Spin multiplicity: 1
Max |F|, eV/A: 2.8
Kohn-Sham gap, eV: 10.108
Energy relative to the best compared isomer or geometry (same formula, charge and spin), eV: 2.381